The following is a quantum chemistry calculation of a cluster of 2 separate species, C4H12 in total at a distorted geometry, from the Open Molecules 2025 dataset.

Last column: natural (NBO) charge in e.
CARTESIAN COORDINATES (ANGSTROEM)
C -1.079 1.487 -0.006  -0.622
C -1.800 2.062 1.166  -0.586
H -1.267 0.409 -0.156  0.212
H -1.432 2.034 -0.893  0.202
H -0.014 1.882 -0.031  0.210
H -1.819 3.307 0.993  0.174
H -2.769 1.817 1.404  0.207
H -1.088 2.005 1.987  0.203
C 0.910 -1.331 -1.015  -0.619
C 1.786 -2.346 -0.126  -0.598
H -0.103 -1.554 -0.745  0.209
H 1.405 -0.411 -0.884  0.216
H 1.097 -1.695 -1.989  0.204
H 1.166 -2.810 0.549  0.196
H 2.627 -1.780 0.446  0.192
H 2.382 -3.075 -0.701  0.200

Summary:
LUMO level = 1.12 eV
energy above the lowest of the compared OMol25 structures with the same formula, charge and spin = 35.1 kcal per mole
highest occupied orbital energy = -11.0 eV
Kohn-Sham gap = 12.1 eV